{
  "formula": "C20H30N4OS",
  "method": "ωB97M-V/def2-TZVPD",
  "symbols": ["O", "C", "C", "C", "C", "N", "C", "C", "C", "C", "C", "N", "C", "N", "C", "C", "S", "C", "C", "N", "C", "C", "C", "C", "C", "C", "H", "H", "H", "H", "H", "H", "H", "H", "H", "H", "H", "H", "H", "H", "H", "H", "H", "H", "H", "H", "H", "H", "H", "H", "H", "H", "H", "H", "H", "H"],
  "coordinates": [[3.549846, -1.387843, 0.662586], [2.849305, -1.483256, 1.873966], [1.447837, -0.874192, 1.799291], [0.492900, -1.719010, 0.938810], [-0.931469, -1.139026, 0.996184], [-1.009138, 0.117616, 0.279384], [-2.324273, 0.730277, 0.415799], [-2.381974, 2.067689, -0.237385], [-3.181902, 2.464806, -1.272868], [-2.862604, 3.807807, -1.582564], [-1.871070, 4.188155, -0.734335], [-1.571304, 3.132633, 0.096198], [-0.608886, 3.233567, 1.064616], [0.176023, 4.255892, 1.148788], [1.017751, 4.161191, 2.200788], [0.878948, 3.045053, 2.958738], [-0.368156, 2.039035, 2.325891], [-0.659826, -0.100538, -1.112718], [0.766955, -0.648589, -1.205922], [1.008283, -1.844448, -0.418844], [0.872544, -3.139976, -1.072476], [2.034858, -3.368082, -2.049496], [2.006647, -4.796432, -2.586903], [0.682494, -5.080674, -3.288324], [-0.482310, -4.839342, -2.334414], [-0.453409, -3.409581, -1.800272], [2.916773, -1.644814, -0.030021], [2.771407, -2.538049, 2.186416], [3.450057, -0.952586, 2.618521], [1.037678, -0.804483, 2.807399], [1.516589, 0.131839, 1.389261], [0.456144, -2.724083, 1.376612], [-1.647222, -1.874077, 0.582195], [-1.200091, -0.962106, 2.040648], [-3.112794, 0.102569, -0.038402], [-2.542457, 0.814818, 1.486809], [-3.922614, 1.860456, -1.758749], [-3.316749, 4.408848, -2.344574], [-1.341142, 5.112162, -0.630412], [1.727040, 4.951221, 2.365465], [1.427873, 2.747851, 3.828186], [-1.377078, -0.790604, -1.591095], [-0.707182, 0.854477, -1.641500], [1.447824, 0.132101, -0.850026], [1.009409, -0.849868, -2.249047], [0.971375, -3.887721, -0.275111], [2.982123, -3.183111, -1.540136], [1.963164, -2.671822, -2.886987], [2.835917, -4.943072, -3.281660], [2.136689, -5.498062, -1.759669], [0.662998, -6.112042, -3.645961], [0.582826, -4.423884, -4.155720], [-1.429276, -5.020531, -2.847981], [-0.417263, -5.540065, -1.498263], [-0.562881, -2.714122, -2.634993], [-1.292148, -3.261625, -1.116716]],
  "atomic_forces_ev_per_a": [[0.33, 0.07, -0.42], [-0.25, 0.04, 0.29], [0.24, -0.41, -0.21], [-0.17, 0.21, 0.46], [0.10, -0.21, 0.02], [-0.15, -0.17, -0.23], [0.09, -0.02, 0.03], [-0.45, -0.41, -0.15], [0.09, -0.16, 0.24], [0.13, 0.10, 0.06], [-0.10, 0.38, -0.29], [-0.51, 0.03, -0.63], [0.75, -0.52, 1.28], [-0.46, 0.26, -0.78], [0.20, -0.40, 0.57], [-0.24, 0.05, -0.04], [0.27, 0.89, -0.19], [0.27, -0.02, -0.15], [-0.19, 0.21, -0.11], [0.06, -0.09, 0.06], [0.02, 0.02, -0.37], [-0.06, -0.30, 0.28], [-0.03, 0.19, -0.30], [0.03, -0.23, 0.24], [-0.03, 0.16, -0.29], [0.04, -0.25, 0.34], [-0.06, 0.03, 0.10], [0.00, 0.08, 0.09], [-0.09, -0.10, 0.02], [-0.05, 0.06, 0.09], [0.02, 0.10, 0.07], [0.01, 0.06, -0.07], [-0.01, 0.07, 0.05], [-0.04, -0.04, 0.03], [0.04, 0.09, 0.09], [-0.09, -0.11, -0.06], [-0.11, -0.21, -0.04], [-0.03, 0.18, -0.12], [0.09, 0.13, 0.04], [0.17, 0.08, 0.09], [0.17, -0.05, 0.19], [0.00, 0.03, -0.01], [0.00, -0.07, -0.03], [-0.03, 0.03, -0.12], [0.05, 0.03, 0.00], [0.01, 0.04, -0.04], [0.02, 0.07, 0.01], [0.01, 0.09, -0.05], [0.05, -0.07, 0.06], [0.06, -0.06, 0.03], [-0.01, 0.02, -0.09], [-0.01, 0.01, -0.09], [-0.02, -0.06, 0.07], [-0.04, -0.06, 0.04], [-0.04, 0.11, -0.02], [-0.02, 0.10, -0.05]],
  "total_charge": 0,
  "e_homo_ev": -8.22,
  "e_above_lowest_kj_mol": 182.7,
  "spin_multiplicity": 1,
  "smiles": "OCC[C@H]1CN(Cc2cccn2-c2nccs2)CCN1C1CCCCC1",
  "orbital_gap_ev": 8.78
}